No. 1
Below is 4 unconnected molecules or ions with the total composition C53H70F20IO16P3 in a non-equilibrium geometry, with properties calculated with wB97M-V/def2-TZVPD.

Calculated values
* structure (SMILES): C#Cc1cc2c(c(CCOCC)c1I)C(=O)c1cc(C(F)(F)C(F)(F)C(F)(F)F)c(CCOCC)c(CCC(F)(F)C(F)(F)C(F)(F)C(F)(F)C(F)(F)C(F)(F)F)c1C2=O.CCOP(=O)(OCC)OCC.CCOP(=O)(OCC)OCC.CCOP(=O)(OCC)OCC

Last column: Löwdin charge in e.
Element x y z (Å)
C (7.78, -4.03, 4.95)  0.1365
C (7.25, -3.31, 4.16)  -0.1597
C (6.59, -2.25, 3.44)  -0.2787
C (5.20, -2.23, 3.51)  0.0488
C (4.53, -1.25, 2.81)  -0.0810
C (5.22, -0.31, 2.05)  -0.0269
C (6.62, -0.30, 1.97)  -0.1767
C (7.33, 0.72, 1.12)  -0.1333
C (7.31, 0.28, -0.35)  -0.2058
O (8.32, -0.68, -0.58)  -0.1847
C (8.63, -0.83, -1.95)  -0.2791
C (7.49, -1.46, -2.76)  -0.0749
C (7.28, -1.30, 2.68)  -0.5258
I (9.38, -1.46, 2.63)  1.0235
C (4.36, 0.68, 1.29)  -0.2622
O (4.60, 1.85, 1.19)  0.1298
C (3.14, 0.05, 0.69)  -0.0591
C (2.73, 0.43, -0.56)  0.0731
C (1.60, -0.19, -1.10)  -0.0304
C (1.20, 0.27, -2.50)  -0.3753
F (0.96, -0.77, -3.33)  0.1352
F (2.25, 0.94, -3.06)  0.1108
C (0.02, 1.27, -2.59)  -0.3432
F (-1.12, 0.77, -2.08)  0.1679
F (-0.18, 1.54, -3.90)  0.1614
C (0.24, 2.66, -1.92)  -0.5347
F (-0.90, 3.35, -2.08)  0.1661
F (0.47, 2.59, -0.61)  0.1744
F (1.21, 3.37, -2.49)  0.1863
C (0.91, -1.17, -0.38)  -0.0676
C (-0.33, -1.83, -0.96)  -0.0814
C (-1.62, -1.55, -0.12)  -0.2053
O (-1.44, -0.51, 0.82)  -0.1421
C (-2.49, -0.45, 1.77)  -0.2469
C (-1.96, -0.55, 3.20)  -0.0679
C (1.35, -1.57, 0.90)  -0.0668
C (0.63, -2.66, 1.65)  -0.0759
C (1.47, -3.75, 2.34)  -0.0397
C (2.52, -4.47, 1.50)  -0.4110
F (3.56, -3.65, 1.18)  0.1282
F (3.06, -5.43, 2.29)  0.1202
C (2.03, -5.08, 0.17)  -0.3352
F (1.87, -4.12, -0.75)  0.1725
F (0.79, -5.61, 0.41)  0.1431
C (2.85, -6.25, -0.44)  -0.3342
F (2.17, -6.65, -1.54)  0.1557
F (2.88, -7.30, 0.38)  0.1725
C (4.32, -5.92, -0.83)  -0.3435
F (5.02, -5.94, 0.33)  0.1551
F (4.47, -4.69, -1.33)  0.1701
C (5.01, -6.97, -1.75)  -0.3376
F (4.94, -8.20, -1.24)  0.1804
F (6.32, -6.62, -1.75)  0.1550
C (4.54, -7.00, -3.25)  -0.5381
F (3.76, -8.08, -3.41)  0.1597
F (5.59, -7.18, -4.04)  0.1921
F (3.84, -5.94, -3.61)  0.1913
C (2.46, -0.91, 1.43)  -0.0191
C (3.03, -1.15, 2.80)  -0.2782
O (2.37, -1.20, 3.80)  0.1461
H (8.20, -4.63, 5.73)  0.0374
H (4.65, -2.97, 4.07)  0.1381
H (8.38, 0.82, 1.41)  0.0649
H (6.86, 1.70, 1.16)  0.1083
H (7.49, 1.14, -1.00)  0.1328
H (6.34, -0.15, -0.62)  0.1247
H (8.92, 0.13, -2.40)  0.1176
H (9.50, -1.48, -2.05)  0.1175
H (6.71, -0.74, -3.00)  0.0680
H (7.87, -1.86, -3.70)  0.0738
H (7.09, -2.32, -2.21)  0.0775
H (3.28, 1.21, -1.07)  0.1392
H (-0.55, -1.49, -1.96)  0.0952
H (-0.22, -2.91, -1.00)  0.1110
H (-2.41, -1.23, -0.82)  0.1253
H (-1.97, -2.49, 0.32)  0.1165
H (-3.23, -1.24, 1.61)  0.1159
H (-3.03, 0.49, 1.67)  0.1141
H (-2.66, -0.08, 3.90)  0.0745
H (-1.86, -1.59, 3.54)  0.0673
H (-1.00, -0.05, 3.26)  0.0793
H (-0.11, -3.17, 1.04)  0.0989
H (0.06, -2.18, 2.44)  0.1137
H (1.98, -3.44, 3.24)  0.1184
H (0.78, -4.54, 2.64)  0.1397
O (-6.50, 1.96, 0.38)  -0.2207
P (-6.85, 3.33, -0.08)  0.5311
O (-6.20, 4.34, 1.01)  -0.2020
C (-4.84, 4.16, 1.41)  -0.2710
C (-3.85, 4.60, 0.34)  -0.0709
O (-8.45, 3.43, 0.24)  -0.2167
C (-9.22, 2.24, 0.41)  -0.2852
C (-9.40, 1.92, 1.88)  -0.0740
O (-6.92, 4.32, -1.34)  -0.2011
C (-7.49, 5.64, -1.21)  -0.2505
C (-6.42, 6.71, -1.11)  -0.0723
H (-4.66, 3.11, 1.67)  0.1004
H (-4.70, 4.74, 2.32)  0.1195
H (-4.09, 4.16, -0.63)  0.0751
H (-2.84, 4.31, 0.62)  0.0737
H (-3.87, 5.68, 0.22)  0.0696
H (-8.75, 1.41, -0.11)  0.0895
H (-10.19, 2.40, -0.05)  0.1172
H (-8.46, 2.03, 2.43)  0.0760
H (-9.77, 0.90, 2.02)  0.0700
H (-10.11, 2.61, 2.34)  0.0735
H (-8.17, 5.70, -0.37)  0.1130
H (-8.07, 5.79, -2.12)  0.1220
H (-6.02, 6.78, -0.10)  0.0650
H (-6.84, 7.68, -1.36)  0.0801
H (-5.59, 6.50, -1.79)  0.0830
O (-5.61, -3.33, -0.06)  -0.2214
P (-6.27, -4.68, -0.13)  0.6312
O (-6.12, -4.82, -1.78)  -0.2473
C (-4.83, -4.66, -2.38)  -0.2880
C (-3.93, -5.87, -2.16)  -0.0782
O (-7.84, -4.25, 0.03)  -0.2116
C (-8.19, -3.12, 0.84)  -0.2794
C (-8.38, -1.89, -0.01)  -0.0673
O (-6.57, -6.27, 0.00)  -0.2310
C (-7.48, -6.95, -0.88)  -0.2498
C (-6.78, -7.75, -1.96)  -0.0738
H (-4.35, -3.76, -1.99)  0.0950
H (-5.00, -4.50, -3.44)  0.1192
H (-3.89, -6.16, -1.11)  0.0725
H (-2.91, -5.65, -2.50)  0.0755
H (-4.29, -6.73, -2.72)  0.0588
H (-7.44, -2.95, 1.60)  0.1033
H (-9.12, -3.37, 1.36)  0.1166
H (-7.58, -1.77, -0.74)  0.0778
H (-8.42, -0.99, 0.61)  0.0650
H (-9.31, -1.95, -0.58)  0.0786
H (-8.20, -6.26, -1.31)  0.1140
H (-8.04, -7.64, -0.23)  0.1215
H (-6.47, -7.11, -2.78)  0.0623
H (-7.46, -8.50, -2.37)  0.0821
H (-5.89, -8.24, -1.57)  0.0823
O (1.84, 7.56, -1.46)  -0.2177
P (3.05, 7.19, -0.69)  0.5292
O (2.58, 7.05, 0.85)  -0.2010
C (1.41, 6.28, 1.14)  -0.2671
C (1.61, 4.77, 1.04)  -0.0731
O (3.91, 8.59, -0.67)  -0.2224
C (3.66, 9.62, -1.63)  -0.2852
C (2.76, 10.70, -1.05)  -0.0747
O (4.36, 6.27, -0.63)  -0.2003
C (5.35, 6.47, 0.41)  -0.2489
C (5.22, 5.45, 1.52)  -0.0667
H (0.60, 6.58, 0.48)  0.1065
H (1.11, 6.54, 2.16)  0.1186
H (2.08, 4.50, 0.09)  0.0653
H (0.66, 4.26, 1.12)  0.0681
H (2.26, 4.40, 1.83)  0.0754
H (3.22, 9.21, -2.54)  0.1036
H (4.62, 10.04, -1.90)  0.1155
H (1.91, 10.27, -0.52)  0.0751
H (2.39, 11.36, -1.83)  0.0760
H (3.32, 11.30, -0.33)  0.0729
H (5.30, 7.48, 0.81)  0.1117
H (6.31, 6.36, -0.09)  0.1214
H (4.43, 5.71, 2.21)  0.0693
H (6.15, 5.41, 2.09)  0.0821
H (5.00, 4.46, 1.12)  0.0606

No. 2
Below is 13 unconnected molecules or ions with the total composition C53H74N10O9 in a non-equilibrium geometry, with properties calculated with wB97M-V/def2-TZVPD.

Calculated values
* ΔE to the lowest compared entry with this formula, charge and spin: 0.000 eV

Last column: Löwdin charge in e.
Element x y z (Å)
N (-0.51, -1.59, -3.45)  0.0671
C (-0.57, -2.78, -4.08)  -0.1475
C (-0.20, -2.94, -5.40)  -0.0634
C (0.39, -1.88, -6.07)  -0.0732
C (0.55, -0.67, -5.40)  -0.0698
C (0.07, -0.58, -4.10)  -0.1490
H (-0.94, -3.59, -3.46)  0.0979
H (-0.26, -3.90, -5.90)  0.1043
H (0.69, -2.01, -7.10)  0.1079
H (1.08, 0.14, -5.87)  0.0998
H (0.16, 0.32, -3.51)  0.0849
N (-1.40, -3.64, 5.52)  0.0696
C (-0.31, -3.03, 5.99)  -0.1391
C (0.69, -2.53, 5.15)  -0.0937
C (0.56, -2.60, 3.77)  -0.0724
C (-0.60, -3.19, 3.29)  -0.0664
C (-1.51, -3.69, 4.19)  -0.1491
H (-0.19, -2.96, 7.07)  0.1043
H (1.53, -2.06, 5.65)  0.0966
H (1.33, -2.20, 3.12)  0.0933
H (-0.75, -3.34, 2.23)  0.0779
H (-2.44, -4.13, 3.84)  0.1102
N (-6.89, 2.07, 1.40)  0.0582
C (-7.57, 1.02, 0.91)  -0.1421
C (-7.08, -0.27, 0.92)  -0.0791
C (-5.82, -0.52, 1.45)  -0.0715
C (-5.13, 0.56, 1.98)  -0.0789
C (-5.68, 1.83, 1.89)  -0.1698
H (-8.51, 1.26, 0.42)  0.1050
H (-7.72, -1.07, 0.58)  0.1093
H (-5.44, -1.52, 1.60)  0.1134
H (-4.13, 0.50, 2.40)  0.0738
H (-5.11, 2.68, 2.24)  0.1009
N (-2.40, 3.13, 5.26)  0.0605
C (-1.17, 3.35, 5.74)  -0.1581
C (-0.16, 2.39, 5.71)  -0.0722
C (-0.43, 1.16, 5.14)  -0.0775
C (-1.70, 0.92, 4.63)  -0.0867
C (-2.66, 1.92, 4.75)  -0.1531
H (-1.00, 4.34, 6.13)  0.0963
H (0.81, 2.67, 6.10)  0.1019
H (0.30, 0.36, 5.06)  0.0861
H (-1.99, -0.08, 4.33)  0.0938
H (-3.67, 1.81, 4.39)  0.0871
C (4.33, -4.84, 3.33)  -0.1103
C (4.75, -3.44, 3.81)  -0.0928
O (4.46, -2.60, 2.68)  0.0674
C (3.71, -3.26, 1.81)  -0.5697
O (3.13, -2.79, 0.89)  0.1230
O (3.69, -4.59, 2.10)  0.0613
H (3.67, -5.26, 4.09)  0.1344
H (5.23, -5.43, 3.19)  0.1337
H (5.82, -3.37, 4.00)  0.1319
H (4.25, -3.04, 4.68)  0.1240
C (-5.25, -0.59, -2.23)  -0.1110
C (-3.82, -1.02, -2.47)  -0.1298
O (-3.94, -2.44, -2.59)  0.0563
C (-5.08, -2.82, -1.98)  -0.5796
O (-5.37, -3.96, -1.78)  0.1595
O (-5.88, -1.77, -1.71)  0.0539
H (-5.73, -0.33, -3.17)  0.1341
H (-5.38, 0.26, -1.56)  0.1212
H (-3.14, -0.78, -1.65)  0.1027
H (-3.39, -0.59, -3.37)  0.1248
C (4.90, 0.77, 0.04)  -0.1015
C (4.96, 2.01, 0.94)  -0.1002
O (6.17, 2.66, 0.53)  0.0662
C (6.78, 1.96, -0.43)  -0.5894
O (7.84, 2.26, -0.90)  0.1592
O (6.04, 0.91, -0.81)  0.0605
H (3.98, 0.76, -0.56)  0.1018
H (5.03, -0.19, 0.54)  0.1217
H (5.10, 1.74, 1.99)  0.1277
H (4.11, 2.68, 0.88)  0.1146
C (0.47, 6.41, 1.07)  -0.1193
C (1.40, 5.19, 1.21)  -0.2613
C (1.16, 4.39, 2.48)  -0.1935
C (1.12, 5.17, 3.71)  -0.2383
N (1.11, 5.72, 4.72)  0.1576
H (0.76, 7.07, 0.26)  0.0564
H (0.51, 7.06, 1.95)  0.0698
H (-0.57, 6.11, 0.91)  0.0548
H (2.41, 5.60, 1.19)  0.1124
H (1.30, 4.53, 0.35)  0.0663
H (1.85, 3.55, 2.53)  0.1077
H (0.17, 3.92, 2.43)  0.1148
C (-1.45, -0.02, 1.00)  -0.0858
C (-0.59, -0.87, 0.07)  -0.2370
C (0.89, -0.43, 0.07)  -0.1631
C (1.16, 0.94, -0.39)  -0.2054
N (1.39, 1.99, -0.78)  0.1813
H (-1.30, 1.03, 0.73)  0.0578
H (-1.16, -0.17, 2.04)  0.0539
H (-2.52, -0.18, 0.86)  0.0562
H (-1.00, -0.90, -0.93)  0.0744
H (-0.59, -1.87, 0.49)  0.0751
H (1.44, -1.13, -0.56)  0.0946
H (1.23, -0.51, 1.11)  0.1112
C (2.43, 4.12, -5.08)  -0.1045
C (0.92, 3.99, -5.18)  -0.2506
C (0.30, 3.75, -3.80)  -0.2152
C (0.38, 4.87, -2.86)  -0.2231
N (0.48, 5.78, -2.17)  0.1765
H (2.73, 4.79, -4.27)  0.0743
H (2.89, 4.50, -6.00)  0.0729
H (2.88, 3.13, -4.98)  0.0716
H (0.68, 3.14, -5.83)  0.0988
H (0.46, 4.85, -5.68)  0.1095
H (0.81, 2.89, -3.36)  0.0860
H (-0.76, 3.47, -3.86)  0.0884
C (-4.92, 4.10, -1.39)  -0.0936
C (-3.74, 4.83, -0.76)  -0.2341
C (-2.61, 3.91, -0.31)  -0.1775
C (-2.22, 2.90, -1.29)  -0.2187
N (-1.89, 2.11, -2.06)  0.1860
H (-5.51, 3.53, -0.67)  0.0561
H (-4.52, 3.40, -2.13)  0.0597
H (-5.65, 4.73, -1.90)  0.0754
H (-4.04, 5.42, 0.10)  0.1131
H (-3.30, 5.54, -1.47)  0.1117
H (-2.81, 3.41, 0.65)  0.1143
H (-1.70, 4.46, -0.07)  0.0952
C (4.41, -1.65, -4.23)  -0.0950
C (3.51, -2.63, -3.45)  -0.2317
C (3.75, -2.68, -1.93)  -0.1933
C (5.17, -2.76, -1.56)  -0.2436
N (6.27, -2.80, -1.26)  0.1639
H (4.07, -1.63, -5.26)  0.0660
H (5.45, -1.98, -4.28)  0.0726
H (4.43, -0.67, -3.76)  0.0750
H (3.70, -3.65, -3.80)  0.1109
H (2.48, -2.36, -3.70)  0.0812
H (3.32, -3.61, -1.57)  0.1064
H (3.39, -1.80, -1.39)  0.0862
C (0.02, -4.49, -0.41)  -0.1019
C (0.34, -5.76, -1.18)  -0.2601
C (1.05, -6.79, -0.33)  -0.1867
C (0.18, -7.33, 0.72)  -0.2362
N (-0.52, -7.78, 1.51)  0.1463
H (0.91, -4.04, 0.03)  0.0638
H (-0.67, -4.78, 0.39)  0.0692
H (-0.48, -3.77, -1.06)  0.0580
H (0.82, -5.55, -2.14)  0.1030
H (-0.62, -6.18, -1.51)  0.1164
H (1.97, -6.41, 0.13)  0.1125
H (1.39, -7.67, -0.89)  0.1207

HOMO energy per entry: -8.96 -9.91 eV
Gap between HOMO and LUMO per entry: 8.1 9.8 eV